# 1
Density functional theory data (the ωB97M-V functional and the def2-TZVPD basis) for 13 unconnected molecules or ions with the total composition C52H143N13O13.

HOMO-LUMO gap (alpha / beta) ... 1.2 / 8.8 eV
HOMO (alpha / beta) ... 0.720 / -6.921 eV
⟨S²⟩ ... 0.750
Strongest force on any atom ... 0.0869 Eh/bohr
Energy above the lowest of the compared OMol25 structures with the same formula, charge and spin ... 270.4 kJ/mol

Geometry as ORCA input:
```
! wB97M-V def2-TZVPD RIJCOSX def2/J DEFGRID3
* xyz -1 2
C 24.21 2.28 -12.20
C 23.56 2.82 -10.85
C 23.57 1.66 -9.77
O 22.90 0.49 -10.14
C 21.54 0.41 -9.79
N 24.35 4.01 -10.53
H 25.25 2.00 -12.04
H 24.12 2.95 -13.05
H 23.54 1.46 -12.46
H 22.54 3.18 -11.00
H 23.12 2.15 -8.91
H 24.61 1.36 -9.62
H 21.07 1.38 -9.99
H 21.37 0.23 -8.73
H 21.01 -0.26 -10.46
H 24.38 4.60 -11.35
H 23.97 4.61 -9.81
C 17.80 -6.15 -12.41
C 19.26 -6.06 -12.83
C 19.95 -4.93 -12.08
O 19.17 -3.75 -12.44
C 19.47 -2.58 -11.77
N 19.86 -7.38 -12.48
H 17.21 -5.23 -12.50
H 17.55 -6.66 -11.48
H 17.35 -6.91 -13.05
H 19.18 -6.07 -13.92
H 20.93 -4.82 -12.54
H 20.25 -5.16 -11.05
H 18.85 -1.71 -11.99
H 20.51 -2.30 -11.89
H 19.35 -2.73 -10.70
H 19.88 -7.59 -11.49
H 20.85 -7.39 -12.68
C 23.43 -2.91 -10.32
C 24.50 -3.53 -11.15
C 25.51 -4.44 -10.37
O 26.51 -4.77 -11.38
C 27.46 -5.71 -11.01
N 23.86 -4.38 -12.15
H 22.77 -3.71 -9.97
H 22.71 -2.23 -10.77
H 23.89 -2.28 -9.56
H 25.15 -2.82 -11.65
H 25.11 -5.37 -9.97
H 26.09 -3.86 -9.65
H 26.96 -6.64 -10.75
H 28.03 -5.44 -10.12
H 28.16 -6.05 -11.77
H 23.17 -3.85 -12.67
H 24.60 -4.67 -12.77
C 22.60 -4.33 -16.71
C 21.35 -3.93 -15.91
C 21.51 -2.50 -15.32
O 22.51 -2.36 -14.34
C 22.52 -1.04 -13.78
N 20.29 -3.90 -16.77
H 22.74 -3.92 -17.71
H 22.70 -5.41 -16.70
H 23.56 -4.16 -16.23
H 21.21 -4.62 -15.08
H 20.55 -2.21 -14.90
H 21.66 -1.81 -16.15
H 22.95 -1.07 -12.78
H 21.58 -0.51 -13.87
H 23.30 -0.45 -14.27
H 20.07 -4.85 -17.01
H 20.46 -3.36 -17.61
C 28.36 2.49 -12.60
C 29.36 3.02 -13.66
C 29.92 4.45 -13.52
O 30.70 4.76 -14.69
C 31.20 6.05 -14.86
N 30.41 2.06 -13.66
H 27.92 1.53 -12.86
H 27.39 2.99 -12.53
H 28.80 2.52 -11.60
H 28.80 2.98 -14.59
H 30.55 4.59 -12.64
H 29.06 5.12 -13.46
H 31.98 6.31 -14.14
H 30.37 6.75 -14.70
H 31.53 6.21 -15.88
H 30.47 1.65 -14.58
H 31.19 2.70 -13.67
C 21.63 7.23 -8.11
C 23.04 6.82 -8.15
C 24.00 7.68 -7.21
O 25.44 7.25 -7.18
C 26.44 8.17 -6.73
N 23.24 5.45 -7.76
H 21.38 7.02 -7.07
H 20.83 6.84 -8.74
H 21.51 8.31 -8.14
H 23.33 7.01 -9.18
H 23.65 7.69 -6.17
H 24.05 8.71 -7.57
H 26.54 8.31 -5.65
H 26.40 9.12 -7.26
H 27.41 7.77 -7.01
H 22.51 5.41 -7.05
H 24.11 5.26 -7.29
C 22.90 2.49 -5.51
C 21.51 3.33 -5.46
C 20.60 2.90 -4.23
O 21.21 3.26 -2.99
C 21.23 2.20 -2.06
N 21.92 4.68 -5.21
H 23.63 2.78 -4.75
H 23.47 2.72 -6.41
H 22.66 1.45 -5.32
H 20.93 3.13 -6.35
H 20.34 1.85 -4.27
H 19.65 3.42 -4.37
H 20.37 1.53 -2.09
H 21.46 2.61 -1.07
H 21.98 1.44 -2.25
H 22.09 4.64 -4.21
H 21.10 5.27 -5.15
C 25.80 -0.82 -1.62
C 26.04 -1.27 -3.10
C 25.15 -0.51 -4.18
O 25.40 -1.08 -5.51
C 24.66 -0.49 -6.52
N 27.44 -0.98 -3.51
H 26.58 -1.27 -1.00
H 24.85 -1.06 -1.15
H 26.07 0.24 -1.59
H 25.90 -2.34 -3.24
H 25.16 0.57 -4.26
H 24.11 -0.75 -3.95
H 24.92 -0.74 -7.55
H 24.77 0.60 -6.53
H 23.59 -0.69 -6.39
H 27.51 0.03 -3.53
H 27.58 -1.34 -4.44
C 23.79 6.23 -13.36
C 24.58 5.87 -14.66
C 25.23 7.08 -15.46
O 24.28 7.91 -16.24
C 24.86 9.18 -16.44
N 25.71 5.07 -14.09
H 22.96 6.84 -13.73
H 24.37 6.74 -12.60
H 23.37 5.33 -12.90
H 24.10 5.14 -15.31
H 26.03 6.71 -16.10
H 25.82 7.60 -14.70
H 24.01 9.78 -16.76
H 25.69 9.08 -17.15
H 25.18 9.61 -15.50
H 26.43 5.50 -13.53
H 26.22 4.53 -14.77
C 27.83 8.11 -10.17
C 27.64 7.90 -11.67
C 28.85 8.34 -12.57
O 29.43 9.60 -12.06
C 30.39 10.09 -12.92
N 27.31 6.52 -11.95
H 28.84 7.90 -9.80
H 27.21 7.36 -9.68
H 27.53 9.13 -9.93
H 26.79 8.55 -11.87
H 28.57 8.18 -13.61
H 29.64 7.65 -12.27
H 29.91 10.29 -13.88
H 31.04 9.29 -13.26
H 30.89 11.03 -12.70
H 28.00 5.85 -11.65
H 26.45 6.29 -11.46
C 26.88 4.32 -7.14
C 27.43 4.70 -8.59
C 28.87 5.21 -8.65
O 29.31 5.52 -9.91
C 30.71 5.83 -9.94
N 27.28 3.46 -9.38
H 27.60 3.82 -6.50
H 25.98 3.74 -7.33
H 26.47 5.18 -6.61
H 26.78 5.43 -9.06
H 29.53 4.51 -8.14
H 28.97 6.12 -8.06
H 30.87 6.71 -9.31
H 30.98 6.14 -10.95
H 31.33 4.98 -9.68
H 27.67 3.61 -10.30
H 26.34 3.56 -9.75
C 18.86 -4.26 -8.26
C 20.27 -4.86 -8.09
C 20.67 -4.66 -6.58
O 20.83 -3.25 -6.20
C 22.09 -2.67 -6.49
N 20.23 -6.30 -8.46
H 18.60 -4.33 -9.31
H 18.90 -3.20 -8.03
H 18.26 -4.68 -7.45
H 20.88 -4.29 -8.78
H 21.54 -5.28 -6.38
H 19.83 -5.02 -5.99
H 21.93 -1.99 -7.33
H 22.92 -3.25 -6.91
H 22.55 -2.18 -5.63
H 21.20 -6.53 -8.59
H 19.78 -6.40 -9.36
C 17.08 0.46 -5.16
C 18.09 -0.37 -5.87
C 18.41 0.08 -7.29
O 17.24 -0.09 -8.14
C 17.49 -0.35 -9.54
N 19.18 -0.56 -4.98
H 17.47 1.48 -5.19
H 16.88 0.10 -4.16
H 16.14 0.37 -5.71
H 17.75 -1.39 -6.06
H 19.23 -0.60 -7.53
H 19.06 0.96 -7.31
H 18.03 -1.30 -9.48
H 17.97 0.41 -10.16
H 16.59 -0.46 -10.14
H 18.91 -0.72 -4.02
H 19.84 -1.27 -5.26
*
```

Here are the Löwdin charges for atoms 1 to 8, given in e: -0.0401, -0.3726, -0.1922, -0.2094, -0.1125, 0.0446, 0.0658, 0.0487



# 2
Density functional theory data (the ωB97M-V functional and the def2-TZVPD basis) for a molecular structure, C27H38N7NiOP.

HOMO-LUMO gap (alpha / beta) ... 9.6 / 8.3 eV
HOMO (alpha / beta) ... -14.295 / -14.294 eV
⟨S²⟩ ... 2.005
Strongest force on any atom ... 0.0132 Eh/bohr

Geometry as ORCA input:
```
! wB97M-V def2-TZVPD RIJCOSX def2/J DEFGRID3
* xyz 2 3
Ni 1.80 -0.62 1.67
N 1.80 -2.86 0.97
C 1.92 -3.85 2.06
C 1.58 -3.14 3.37
N 2.31 -1.87 3.31
C 2.59 -1.14 4.55
C 3.68 -0.14 4.18
N 3.24 0.55 2.94
H 0.84 -2.84 0.62
H 2.38 -3.09 0.18
H 2.96 -4.19 2.10
H 1.28 -4.72 1.91
H 1.90 -3.75 4.23
H 0.52 -2.95 3.47
H 3.23 -2.11 2.93
H 2.94 -1.80 5.35
H 1.68 -0.64 4.89
H 4.60 -0.68 3.97
H 3.87 0.55 4.99
H 4.03 0.93 2.42
H 2.67 1.35 3.21
C -0.83 3.95 -1.79
C -1.28 4.48 -0.43
C -2.44 3.67 0.13
C -0.09 4.56 0.53
N 0.38 3.24 0.97
C -0.08 2.45 1.95
N 0.66 1.36 1.97
N 1.57 1.53 0.99
N 1.42 2.65 0.40
H -1.67 3.93 -2.49
H -0.45 2.92 -1.71
H -0.04 4.57 -2.23
H -1.61 5.52 -0.55
H -2.20 2.61 0.20
H -3.30 3.75 -0.54
H -2.76 4.04 1.11
H -0.34 5.14 1.42
H 0.76 5.03 0.04
H -0.91 2.67 2.60
O 0.30 -0.78 0.28
P -0.52 -0.78 -1.00
C -2.26 -0.59 -0.59
C -3.24 -0.86 -1.55
C -4.58 -0.71 -1.23
C -4.94 -0.31 0.06
C -3.97 -0.08 1.02
C -2.63 -0.22 0.70
C -0.38 -2.36 -1.85
C 0.30 -2.50 -3.06
C 0.41 -3.76 -3.64
C -0.14 -4.86 -3.01
C -0.82 -4.73 -1.80
C -0.94 -3.47 -1.23
C 0.02 0.50 -2.13
C 1.37 0.85 -2.12
C 1.85 1.78 -3.03
C 0.98 2.36 -3.95
C -0.36 2.02 -3.96
C -0.85 1.09 -3.05
H -2.96 -1.21 -2.54
H -5.34 -0.91 -1.97
H -5.99 -0.20 0.31
H -4.26 0.19 2.02
H -1.86 -0.06 1.44
H 0.72 -1.64 -3.56
H 0.93 -3.87 -4.58
H -0.06 -5.84 -3.47
H -1.27 -5.59 -1.33
H -1.50 -3.35 -0.30
H 2.04 0.40 -1.40
H 2.90 2.05 -3.02
H 1.36 3.08 -4.66
H -1.04 2.47 -4.67
H -1.90 0.84 -3.05
*
```

Here are the Löwdin charges for atoms 1 to 8, given in e: 0.7841, 0.0052, -0.1964, -0.1673, -0.1535, -0.1725, -0.1926, -0.0084



# 3
Density functional theory data (the ωB97M-V functional and the def2-TZVPD basis) for 2 unconnected molecules or ions with the total composition C6H6.

HOMO-LUMO gap ... 7.6 eV
HOMO ... -8.661 eV
Strongest force on any atom ... 0.0208 Eh/bohr
Energy above the lowest of the compared OMol25 structures with the same formula, charge and spin ... 907.3 kJ/mol

Geometry as ORCA input:
```
! wB97M-V def2-TZVPD RIJCOSX def2/J DEFGRID3
* xyz 0 1
C -1.41 -0.24 0.67
C -1.83 0.58 -1.41
C -1.00 1.00 -2.32
C -0.02 0.58 -1.42
C 0.66 0.16 -0.46
C 1.79 -0.22 0.39
H -1.56 0.74 1.12
H -0.62 -0.85 1.12
H -2.31 -0.81 0.46
H 1.94 -1.31 0.43
H 1.66 0.15 1.42
H 2.71 0.23 0.00
*
```

Here are the Löwdin charges for atoms 1 to 8, given in e: 0.1104, 0.0773, -0.1029, -0.2336, -0.1040, -0.0976, 0.0501, 0.0213



Number 1: E_tot -102217.4873 eV. Number 2: E_tot -91413.9763 eV. Number 3: E_tot -6309.7969 eV.